Here is C4H11N3O as an isolated structure in a non-equilibrium geometry from OMol25. Energies are from ωB97M-V/def2-TZVPD.

Properties
relative energy (zero: lowest compared OMol25 entry of this formula, charge and spin): 1051.6 kJ/mol
frontier orbital gap: 4.83 eV
HOMO energy: -0.300 hartree

Geometry as XYZ:
```
19
Properties=species:S:1:pos:R:3:forces:R:3:mulliken_charge:R:1
C 0.30424 -0.16925 0.58295 0.6 0.2 0.8 -0.7203
N -0.84882 -0.88370 0.20365 -1.1 1.4 -0.1 -0.0456
C -2.04669 -0.30813 0.66642 1.4 -0.7 1.3 -0.3188
N -1.94691 0.35303 1.83994 0.1 0.6 0.4 -0.4877
C 1.36651 -0.13951 -0.53240 0.0 -2.1 -1.2 -0.4642
N 2.73742 0.34709 -0.10746 -2.3 0.1 1.5 -0.5317
C 2.22305 1.48606 0.20110 2.6 1.1 1.0 -0.3221
O -1.05323 -0.57382 -2.28264 -0.6 0.5 0.9 -0.9198
H -0.01821 0.79606 1.06342 -0.4 0.1 -0.5 0.4173
H 0.73579 -0.56764 1.51828 0.1 -0.3 -0.2 0.2742
H -1.01710 -0.98745 -0.83900 1.0 -0.7 -1.8 0.4439
H -2.38750 0.29379 -0.21331 -0.5 -0.4 -0.3 0.4210
H -2.70358 -1.18729 0.90515 -0.5 0.2 -0.5 0.4256
H -0.73133 -0.70311 -3.17717 0.1 -0.3 0.1 0.1810
H -2.80339 0.83659 2.11135 -0.1 -0.1 -0.3 0.2351
H 1.46540 -1.22240 -0.66302 0.5 0.1 -0.7 0.3624
H 0.95801 0.27652 -1.45830 -0.1 0.1 0.1 0.3903
H 1.93148 2.23355 -0.54048 -1.5 -0.4 -0.3 0.3497
H 2.24299 1.87066 1.23625 0.8 0.4 -0.1 0.3097
```
Forces are in eV/Å.